# 1
The following is a DFT calculation (wB97M-V/def2-TZVPD) of a 3-piece molecular cluster, C18H40NO3 overall in a non-equilibrium geometry.

The value obtained for the HOMO-LUMO gap is 7.225 eV. Its charge is +1. Its LUMO energy is -4.47 eV. As for the total energy: -26934.702 eV. The multiplicity is 1.

```
62
Properties=species:S:1:pos:R:3:lowdin_charge:R:1
C 2.243 1.120 1.482 -0.112
O 2.358 1.430 0.020 -0.247
C 1.579 0.357 -0.630 -0.238
C 2.525 -0.924 -1.129 -0.145
C 1.541 -2.200 -1.525 -0.205
C 1.516 -3.399 -0.407 -0.202
C 0.297 -3.309 0.685 -0.203
C -1.199 -3.074 0.022 -0.189
C -1.768 -1.665 0.640 -0.175
C -3.382 -1.432 0.465 -0.206
C -3.546 0.223 0.637 0.103
N -3.760 0.869 -0.560 0.064
C -3.745 -0.096 -1.753 -0.112
C -4.076 -1.523 -1.017 -0.130
H 1.150 1.343 1.882 0.092
H 2.538 -0.024 1.647 0.107
H 3.007 1.787 2.072 0.110
H 0.844 0.736 -1.467 0.125
H 0.885 -0.101 0.224 0.081
H 3.084 -0.585 -2.113 0.116
H 3.292 -1.162 -0.277 0.115
H 0.491 -1.803 -1.854 0.092
H 2.032 -2.673 -2.505 0.122
H 1.425 -4.425 -0.972 0.118
H 2.538 -3.317 0.202 0.124
H 0.297 -4.322 1.307 0.124
H 0.503 -2.434 1.466 0.107
H -1.186 -3.008 -1.153 0.107
H -1.920 -3.986 0.282 0.130
H -1.197 -0.746 0.194 0.104
H -1.560 -1.694 1.811 0.123
H -4.058 -2.024 1.213 0.165
H -3.463 0.616 1.738 0.160
H -3.913 1.904 -0.608 0.181
H -2.603 -0.217 -2.036 0.140
H -4.356 0.215 -2.704 0.154
H -4.043 -2.525 -1.619 0.141
H -5.231 -1.388 -0.750 0.134
C 3.532 4.257 -4.230 -0.065
C 3.748 2.759 -4.376 -0.499
C 2.426 2.014 -4.458 -0.070
O 4.493 2.278 -3.260 -0.060
H 2.980 4.486 -3.311 0.080
H 4.492 4.779 -4.160 0.084
H 2.975 4.661 -5.081 0.081
H 4.340 2.559 -5.276 0.142
H 1.835 2.163 -3.547 0.067
H 2.597 0.936 -4.551 0.076
H 1.836 2.350 -5.316 0.080
H 3.975 2.452 -2.456 0.083
C -0.685 -0.138 5.381 -0.051
C -1.448 0.487 4.224 -0.511
C -1.963 1.871 4.584 -0.057
O -2.547 -0.351 3.876 -0.089
H -1.331 -0.257 6.258 0.089
H -0.330 -1.139 5.112 0.083
H 0.177 0.475 5.663 0.089
H -0.795 0.554 3.347 0.119
H -2.655 1.824 5.432 0.089
H -2.521 2.304 3.746 0.070
H -1.140 2.545 4.842 0.090
H -3.131 -0.416 4.649 0.104
```

---

# 2
The following is a DFT calculation (wB97M-V/def2-TZVPD) of C18H41O2P3Yb as an isolated structure in a non-equilibrium geometry.

The value obtained for the HOMO-LUMO gap (alpha / beta) is 6.741 / 7.289 eV. Its charge is +3. The energy above the lowest of the compared OMol25 structures with the same formula, charge and spin is 2.1680 eV. Its LUMO energy (alpha / beta) is -9.77 / -9.88 eV. Its expectation value of S² is 0.794. As for the total energy: -82793.721 eV. The multiplicity is 2.

```
65
Properties=species:S:1:pos:R:3:lowdin_charge:R:1
Yb -2.033 1.763 -1.813 1.203
P 2.370 -1.375 0.570 0.885
P 0.616 2.487 -0.746 0.760
P -1.766 -1.665 -0.643 0.750
H -1.758 3.308 -3.947 0.079
C -2.721 2.797 -3.782 -0.112
C -3.595 3.044 -2.770 -0.153
H -3.485 3.829 -2.003 0.105
C 3.864 -2.303 0.539 -0.181
C 2.725 0.242 1.252 -0.208
C 1.069 -2.179 1.456 -0.218
C -0.050 3.719 -1.917 -0.332
C 1.223 3.639 0.549 -0.259
C 2.208 2.120 -1.591 -0.257
C -3.108 -1.608 -1.893 -0.312
C -2.626 -2.540 0.748 -0.270
C -0.909 -3.203 -1.229 -0.264
H -3.098 2.267 -4.663 0.109
H -4.544 2.497 -2.794 0.110
H 4.247 -2.493 1.545 0.086
H 4.596 -1.739 -0.037 0.080
H 3.654 -3.239 0.031 0.075
H 3.319 0.080 2.158 0.081
H 1.804 0.781 1.500 0.040
H 3.314 0.862 0.563 0.056
H 0.882 -3.195 1.100 0.057
H 0.127 -1.621 1.414 0.025
H 1.395 -2.240 2.498 0.084
H 0.510 4.637 -1.738 0.079
H -1.113 3.966 -1.726 0.021
H 0.119 3.418 -2.955 0.049
H 1.854 4.434 0.127 0.072
H 1.799 3.071 1.289 0.039
H 0.362 4.097 1.053 0.058
H 3.002 2.756 -1.178 0.069
H 2.157 2.265 -2.678 0.061
H 2.442 1.064 -1.411 -0.007
H -3.627 -2.564 -1.770 0.056
H -2.728 -1.535 -2.919 0.024
H -3.824 -0.791 -1.718 0.025
H -3.366 -3.271 0.392 0.066
H -3.120 -1.834 1.426 0.025
H -1.864 -3.081 1.322 0.044
H -1.614 -4.049 -1.298 0.073
H -0.158 -3.495 -0.486 0.011
H -0.410 -3.032 -2.191 0.035
C 1.405 -0.959 -3.675 -0.390
C 2.209 -1.277 -4.832 0.049
C 1.574 -1.877 -5.916 -0.007
C 0.150 -1.856 -5.995 0.000
C -0.630 -1.132 -5.061 -0.063
C -0.010 -0.636 -3.906 -0.029
O 1.925 -1.120 -2.528 -0.054
H 1.944 -1.135 -0.755 0.018
H 3.277 -1.316 -4.632 0.136
H 2.203 -2.363 -6.662 0.133
H -0.364 -2.351 -6.816 0.129
H -1.670 -0.802 -5.266 0.121
H -0.504 0.060 -3.156 0.057
C -3.138 1.373 1.385 -0.042
O -3.347 1.725 -0.017 -0.284
H -2.053 1.348 1.561 0.085
H -3.575 0.376 1.552 0.085
H -3.595 2.136 2.028 0.114
H -4.209 2.178 -0.133 0.124
```

---

# 3
The following is a DFT calculation (wB97M-V/def2-TZVPD) of C18H41OP3RuSe as an isolated structure in a non-equilibrium geometry.

The value obtained for the HOMO-LUMO gap (alpha / beta) is 6.364 / 2.522 eV. Its charge is +3. Its LUMO energy (alpha / beta) is -8.99 / -14.66 eV. Its expectation value of S² is 8.777. As for the total energy: -117139.589 eV. The multiplicity is 6.

```
65
Properties=species:S:1:pos:R:3:lowdin_charge:R:1
Ru 0.738 0.696 -0.423 0.763
P -1.199 -0.515 -0.161 0.697
P 1.218 -0.380 -2.481 0.740
P 0.143 2.347 1.094 0.721
H 3.123 1.780 -1.558 0.068
C 2.547 1.721 -0.605 -0.281
C 2.606 0.476 0.158 -0.383
H 3.100 -0.467 -0.242 0.076
C -2.843 -0.170 -0.949 -0.247
C -1.004 -2.270 -0.654 -0.225
C -1.731 -0.719 1.576 -0.225
C 2.313 0.324 -3.782 -0.233
C 2.145 -1.911 -2.047 -0.212
C -0.069 -0.973 -3.684 -0.251
C 0.998 3.977 1.176 -0.223
C 0.570 1.608 2.711 -0.206
C -1.590 2.946 1.270 -0.222
H 2.751 2.721 -0.120 0.063
H 2.751 0.634 1.251 0.068
H -3.556 -0.930 -0.589 0.077
H -2.816 -0.196 -2.048 0.031
H -3.232 0.819 -0.675 0.027
H -1.966 -2.766 -0.490 0.080
H -0.207 -2.686 -0.034 0.040
H -0.720 -2.384 -1.701 0.020
H -2.606 -1.380 1.548 0.079
H -1.983 0.236 2.043 0.030
H -0.898 -1.200 2.094 0.039
H 2.218 -0.228 -4.740 0.083
H 3.335 0.269 -3.397 0.055
H 2.048 1.375 -3.934 0.043
H 2.148 -2.584 -2.904 0.078
H 1.679 -2.406 -1.197 0.031
H 3.163 -1.638 -1.771 0.053
H 0.308 -1.855 -4.219 0.078
H -0.307 -0.179 -4.404 0.044
H -0.996 -1.247 -3.177 0.007
H 0.526 4.601 1.951 0.077
H 0.978 4.459 0.197 0.027
H 2.053 3.866 1.430 0.057
H 0.319 2.322 3.497 0.078
H 1.638 1.355 2.727 0.052
H -0.029 0.713 2.891 0.030
H -1.616 3.693 2.078 0.075
H -2.297 2.131 1.448 0.033
H -1.877 3.450 0.342 0.028
C -1.060 4.258 -2.886 -0.555
C 0.252 4.594 -2.524 -0.048
C 0.634 5.954 -2.598 0.035
C -0.288 6.932 -3.021 0.014
C -1.592 6.583 -3.364 0.033
C -1.993 5.251 -3.250 -0.043
Se -1.748 2.503 -3.083 1.154
H -2.484 2.696 -1.798 -0.065
H 0.931 3.799 -2.207 0.097
H 1.639 6.255 -2.321 0.139
H 0.015 7.988 -3.097 0.149
H -2.322 7.320 -3.696 0.150
H -2.999 4.926 -3.451 0.118
C 1.660 -2.527 2.820 -0.105
O 1.407 -1.906 1.566 -0.210
H 1.523 -1.804 3.639 0.087
H 2.668 -2.963 2.824 0.100
H 0.901 -3.315 2.911 0.098
H 2.094 -1.257 1.333 0.013
```